The following is a DFT calculation (wB97M-V/def2-TZVPD) of C10H32AgKN10O10 as an isolated structure.

The geometry in XYZ format:
```
64
Properties=species:S:1:pos:R:3:forces:R:3:nbo_charge:R:1
Ag 2.1392 2.4579 -0.8626 -0.45 0.17 0.24 0.999
K 2.2812 0.5576 -4.1611 -0.34 -0.61 0.14 0.992
C 0.6092 0.1512 -0.3876 1.61 -0.65 0.41 0.939
O 1.0654 0.9605 0.5196 -0.23 -0.06 0.16 -0.538
O 0.9662 0.5059 -1.5596 -0.11 0.18 -0.36 -0.726
O 0.1191 -0.9317 -0.0579 -0.38 0.58 -0.60 -0.669
C -3.3056 2.1617 -2.8518 0.01 0.69 0.89 -0.637
C -2.8560 0.8049 -2.4038 1.38 -1.04 0.74 -0.066
O -1.5976 0.4315 -3.0253 0.02 0.20 -0.70 -0.763
H -3.7497 2.2425 -3.8379 -0.15 -0.20 0.01 0.226
H -2.4874 2.8871 -2.7813 0.29 -0.33 -0.27 0.202
H -3.9618 2.5423 -2.0613 -0.56 -0.14 -0.46 0.225
H -3.5260 -0.0477 -2.5285 -0.45 0.42 -0.44 0.190
H -2.6551 0.7893 -1.3245 -0.23 0.41 -0.01 0.159
H -0.9800 0.0917 -2.3755 -0.25 0.09 0.11 0.463
C 4.5159 -2.6949 -2.1899 0.38 -0.29 0.25 -0.636
C 3.0573 -3.0532 -2.0289 -0.15 0.61 0.26 -0.069
O 2.1956 -2.0195 -2.5546 0.19 0.55 -0.51 -0.786
H 4.7294 -1.7235 -1.7362 -0.07 0.05 -0.08 0.191
H 4.8974 -2.7135 -3.2109 -0.25 0.06 -0.10 0.212
H 5.1107 -3.4200 -1.6273 0.01 -0.01 -0.07 0.236
H 2.8494 -3.1104 -0.9577 -0.05 -0.41 -0.06 0.172
H 2.7766 -3.9804 -2.5222 0.08 -0.07 0.07 0.204
H 1.7898 -1.5436 -1.8250 -0.10 -0.23 0.00 0.477
C -3.1763 0.1636 1.4376 -0.79 -1.12 1.70 0.760
O -4.3641 0.3406 1.6442 0.26 0.58 -0.65 -0.636
N -2.1991 0.9205 2.0393 0.36 0.38 -1.13 -0.875
N -2.7144 -0.9582 0.8085 0.29 0.10 -0.57 -0.862
H -2.4491 1.6435 2.6888 -0.04 -0.17 0.19 0.423
H -1.2454 0.6216 1.9528 0.11 0.10 0.44 0.386
H -1.7368 -1.1206 0.6190 -0.33 0.04 0.08 0.396
H -3.4015 -1.5450 0.3700 -0.03 0.00 0.03 0.416
C 2.0632 -2.1356 3.0210 -0.05 0.21 -0.24 0.773
O 2.4644 -2.7964 3.9460 0.13 -0.10 0.01 -0.610
N 2.7261 -1.0083 2.5506 -0.25 0.06 0.01 -0.889
N 0.8866 -2.3679 2.3488 0.08 -0.12 0.04 -0.868
H 3.6720 -0.8440 2.8405 0.00 -0.03 0.11 0.414
H 2.3315 -0.4715 1.7982 0.23 -0.03 -0.05 0.377
H 0.4472 -3.2566 2.5187 -0.05 0.06 0.14 0.412
H 0.7217 -1.9156 1.4638 -0.07 -0.14 0.21 0.390
C -0.7639 4.2051 -0.2814 -0.08 0.48 1.33 0.807
O 0.1458 3.4629 -0.6990 -0.29 0.00 -0.56 -0.833
N -1.6118 3.7961 0.6873 -0.04 -0.56 -0.40 -0.816
N -0.8817 5.4857 -0.6741 0.59 0.42 -0.92 -0.813
H -1.7140 2.7913 0.7737 0.08 -0.02 0.39 0.428
H -2.4251 4.3278 0.9530 0.03 0.12 -0.23 0.411
H -1.3036 6.2344 -0.1532 -0.33 -0.31 0.15 0.419
H -0.2458 5.7706 -1.3999 0.05 0.09 0.10 0.405
C -0.7107 -4.0944 -1.9971 0.84 0.11 -0.50 0.771
O -0.7028 -5.0452 -2.7546 -0.34 0.02 0.24 -0.637
N -1.0346 -2.8265 -2.4174 -0.10 -0.67 0.23 -0.855
N -0.3062 -4.1676 -0.6917 -0.10 -0.09 0.78 -0.866
H -0.9516 -2.0648 -1.7699 0.00 0.18 -0.32 0.382
H -0.9945 -2.7353 -3.4156 -0.18 0.50 0.01 0.410
H -0.1831 -5.0710 -0.2715 0.07 -0.11 -0.24 0.411
H 0.0723 -3.3847 -0.1864 -0.23 0.04 -0.20 0.381
C 0.5269 2.3878 4.1907 -0.98 0.29 1.32 0.761
O 0.1130 3.1347 5.0642 0.42 -0.01 -0.16 -0.649
N 0.4375 2.7405 2.8761 0.38 -0.46 -0.32 -0.874
N 0.9502 1.1159 4.4580 0.12 0.16 -0.66 -0.846
H 0.2330 3.7010 2.6817 -0.07 0.00 -0.10 0.411
H 0.7651 2.1095 2.1698 -0.01 0.32 -0.21 0.384
H 1.4379 0.6045 3.7397 0.17 -0.21 0.32 0.386
H 1.1383 0.9056 5.4219 -0.01 -0.07 0.01 0.420
```
Forces are in eV/Å.

Results
E_LUMO (alpha / beta)	-5.4797 / -7.4529	eV
E	-66587.3510	eV
gap between HOMO and LUMO (alpha / beta)	6.399 / 4.424	eV
multiplicity	2
total charge	+1
<S²>	0.76